[1]
This record from the OMol25 dataset describes C21H17Br36ClFNO2 as an isolated structure in a non-equilibrium geometry. The level of theory is ωB97M-V/def2-TZVPD.

Each line ends with the Löwdin charge.
Atoms and positions in Å:
C 1.14 0.42 1.35  -0.194
C 0.75 2.00 1.57  -0.238
C 1.85 3.26 1.56  -0.014
F 3.32 2.95 1.38  -0.100
C 1.40 4.85 1.73  0.050
C -0.21 5.23 1.98  -0.446
Cl -0.86 6.95 2.24  0.535
C -1.24 3.96 2.00  -0.015
C -0.82 2.38 1.80  -0.081
C -2.19 1.48 1.86  -0.236
O -2.36 0.16 1.98  -0.023
N -3.36 2.47 1.72  0.086
C -2.86 3.84 2.22  -0.237
O -3.66 4.76 2.79  -0.002
H 1.33 -0.07 2.41  0.077
H 2.07 0.35 0.65  0.063
H 0.18 -0.09 0.85  0.040
H 2.18 5.75 1.69  0.117
H -3.57 2.61 0.70  0.129
C -0.04 0.56 -2.46  -1.509
Br -0.06 1.57 -0.80  0.817
Br 1.70 0.64 -3.33  0.545
Br -0.63 -1.27 -2.20  0.562
H -0.76 1.04 -3.14  -0.079
C 1.83 2.11 -7.32  -1.587
Br 2.42 0.36 -7.92  0.566
Br 0.10 2.02 -6.42  0.556
Br 3.17 3.00 -6.23  0.554
H 1.69 2.73 -8.22  -0.023
C -2.44 -4.91 -0.96  -1.565
Br -2.46 -3.90 0.71  0.544
Br -0.70 -4.84 -1.82  0.556
Br -3.03 -6.75 -0.69  0.571
H -3.16 -4.44 -1.63  -0.014
C -6.47 -5.43 0.86  -1.588
Br -8.16 -5.80 -0.03  0.529
Br -6.08 -3.52 0.90  0.542
Br -6.40 -6.22 2.64  0.550
H -5.68 -5.90 0.27  -0.087
C 6.52 3.28 2.53  -1.600
Br 7.17 2.56 4.22  0.542
Br 6.95 5.16 2.33  0.558
Br 7.13 2.22 1.01  0.555
H 5.43 3.20 2.55  -0.056
C 5.37 -1.25 4.42  -1.571
Br 6.60 -1.95 3.08  0.537
Br 6.32 -0.55 5.97  0.538
Br 4.15 0.06 3.67  0.565
H 4.77 -2.09 4.77  -0.021
C -3.26 -4.08 5.05  -1.605
Br -3.03 -2.19 4.65  0.558
Br -1.77 -4.79 6.09  0.551
Br -4.97 -4.44 5.91  0.538
H -3.27 -4.62 4.10  -0.043
C 6.40 -1.31 -1.22  -1.575
Br 4.53 -1.06 -0.76  0.520
Br 7.18 -2.83 -0.30  0.539
Br 6.66 -1.42 -3.15  0.565
H 6.94 -0.42 -0.88  -0.050
C -2.87 3.88 -4.44  -1.595
Br -4.56 3.50 -5.33  0.568
Br -2.48 5.78 -4.40  0.570
Br -2.80 3.09 -2.66  0.570
H -2.09 3.40 -5.04  -0.087
C 0.31 11.13 2.59  -1.606
Br 0.88 12.89 3.17  0.557
Br 1.76 9.83 2.68  0.531
Br -1.26 10.52 3.56  0.546
H 0.02 11.21 1.54  -0.022
C 2.63 -5.53 -3.68  -1.611
Br 3.04 -3.84 -2.82  0.517
Br 2.51 -5.36 -5.61  0.558
Br 3.88 -6.93 -3.15  0.564
H 1.64 -5.84 -3.33  -0.077
C -6.86 -9.17 -2.47  -1.581
Br -6.63 -7.28 -2.87  0.526
Br -5.37 -9.87 -1.44  0.546
Br -8.57 -9.52 -1.61  0.554
H -6.87 -9.70 -3.43  -0.023

Summary:
F_max: 8.823 eV/A
Frontier orbital gap: 7.5 eV
LUMO energy: -0.0732 hartree

---

[2]
This record from the OMol25 dataset describes C21H17BrN4O4 in the gas phase in a non-equilibrium geometry. The level of theory is ωB97M-V/def2-TZVPD.

Each line ends with the Löwdin charge.
Atoms and positions in Å:
C -2.10 -4.70 1.46  -0.093
O -1.61 -4.46 0.18  -0.109
C -1.06 -3.22 -0.08  -0.216
C 0.29 -3.10 0.21  0.045
C 0.91 -1.89 -0.04  -0.269
N 2.26 -1.72 0.14  0.090
C 3.09 -0.60 0.50  -0.277
N 2.49 0.57 0.81  0.222
C 3.20 1.65 0.99  -0.415
O 2.72 2.90 1.04  0.059
C 1.58 3.22 0.31  -0.162
C 1.83 3.43 -1.03  0.025
C 0.71 3.67 -1.95  0.001
C -0.68 3.56 -1.51  -0.008
C -0.89 3.27 -0.16  -0.217
C -2.17 3.00 0.22  -0.054
C -2.36 2.62 1.51  -0.065
C -1.32 2.66 2.39  -0.152
N -0.08 2.86 2.07  0.144
C 0.19 3.10 0.78  -0.128
N 4.53 1.68 1.11  0.148
C 5.24 0.59 0.70  -0.124
C 4.49 -0.58 0.44  -0.684
Br 5.48 -2.00 -0.11  0.829
C 0.16 -0.82 -0.55  0.072
C -1.27 -0.93 -0.87  -0.206
O -2.03 0.12 -1.25  0.074
C -1.80 -2.18 -0.59  -0.204
O -3.13 -2.34 -0.77  -0.077
C -3.68 -2.38 -2.09  -0.060
H -2.14 -5.79 1.63  0.097
H -3.15 -4.22 1.53  0.113
H -1.48 -4.16 2.20  0.093
H 0.85 -4.00 0.30  0.125
H 2.75 -2.56 0.56  0.141
H 2.86 3.47 -1.41  0.132
H 0.87 3.79 -2.93  0.040
H -1.59 3.76 -2.14  0.134
H -3.03 2.91 -0.40  0.124
H -3.25 2.16 1.86  0.108
H -1.60 2.46 3.46  0.131
H 6.30 0.49 0.74  0.088
H 0.60 0.20 -0.81  0.127
H -1.67 0.94 -0.88  0.078
H -4.77 -2.34 -2.17  0.090
H -3.25 -1.76 -2.93  0.104
H -3.30 -3.33 -2.47  0.084

Summary:
ΔE to the lowest compared entry with this formula, charge and spin: 2.626 eV
F_max: 6.230 eV/A
SMILES: COc1cc(Nc2nc(Oc3cccc4cccnc34)ncc2Br)cc(O)c1OC
Frontier orbital gap: 7.7 eV
LUMO energy: -0.0079 hartree

---

[3]
This record from the OMol25 dataset describes C21H17Cl2KO3S as an isolated structure. The level of theory is ωB97M-V/def2-TZVPD.

Each line ends with the Löwdin charge.
Atoms and positions in Å:
K -2.57 0.32 0.98  0.963
Cl -8.77 -0.72 -3.63  0.626
C -7.42 -0.81 -2.52  -0.682
C -6.96 -2.06 -2.10  -0.131
C -5.90 -2.14 -1.23  -0.578
Cl -5.33 -3.71 -0.73  0.669
C -5.21 -0.98 -0.71  -0.418
O -4.23 -1.10 0.08  -0.226
C -5.73 0.28 -1.18  -0.131
C -5.19 1.55 -0.78  -0.225
O -4.25 1.79 -0.02  -0.126
C -6.83 0.33 -2.07  -0.091
H -7.43 -2.97 -2.46  0.103
H -5.72 2.41 -1.24  0.121
H -7.19 1.30 -2.40  0.109
O -0.23 0.52 0.39  -0.677
S 0.39 0.14 -0.93  0.971
C 1.77 1.30 -1.23  -0.261
C 2.63 1.66 -0.05  -0.272
C 2.09 2.36 1.03  -0.047
C 2.89 2.70 2.11  -0.073
C 4.24 2.36 2.13  -0.087
C 4.78 1.67 1.05  -0.083
C 3.98 1.33 -0.03  -0.058
C 1.29 -1.42 -0.66  -0.273
C 2.43 -1.43 0.32  -0.273
C 2.26 -1.06 1.65  -0.035
C 3.34 -1.07 2.52  -0.067
C 4.59 -1.47 2.08  -0.090
C 4.77 -1.86 0.76  -0.085
C 3.69 -1.84 -0.12  -0.063
H 1.26 2.17 -1.63  0.097
H 2.35 0.85 -2.04  0.101
H 1.05 2.64 1.02  0.109
H 2.47 3.25 2.95  0.105
H 4.86 2.63 2.97  0.104
H 5.83 1.40 1.04  0.110
H 4.41 0.78 -0.87  0.114
H 1.61 -1.72 -1.66  0.096
H 0.48 -2.10 -0.36  0.103
H 1.28 -0.73 1.99  0.111
H 3.20 -0.76 3.55  0.110
H 5.43 -1.48 2.77  0.107
H 5.74 -2.18 0.41  0.107
H 3.83 -2.14 -1.15  0.116

Summary:
ΔE to the lowest compared entry with this formula, charge and spin: 0.175 eV
F_max: 0.884 eV/A
Frontier orbital gap: 7.1 eV
LUMO energy: -0.0005 hartree

---

[4]
This record from the OMol25 dataset describes a 2-piece molecular cluster, C21H17F2 overall in a non-equilibrium geometry. The level of theory is ωB97M-V/def2-TZVPD.

Each line ends with the Löwdin charge.
Atoms and positions in Å:
C -0.16 -0.79 1.05  -0.040
C 0.00 -1.16 2.35  -0.103
C -1.02 -1.62 3.26  -0.241
C -0.63 -1.98 4.57  -0.038
C -1.54 -2.47 5.50  -0.074
C -2.88 -2.63 5.13  -0.068
C -3.30 -2.28 3.84  -0.069
C -2.38 -1.78 2.91  -0.030
H 0.73 -0.65 0.43  0.058
H -1.16 -0.61 0.63  0.062
H 1.00 -1.15 2.77  0.114
H 0.42 -1.86 4.85  0.112
H -1.20 -2.74 6.50  0.112
H -3.60 -3.02 5.87  0.110
H -4.35 -2.41 3.57  0.107
H -2.70 -1.51 1.90  0.103
F 2.40 4.84 -2.26  0.069
C 1.87 3.92 -1.38  -0.203
C 1.44 4.39 -0.14  0.076
C 0.85 3.46 0.73  -0.016
C 0.53 2.19 0.30  0.020
C 0.85 1.76 -1.03  -0.160
C 0.25 0.58 -1.53  0.112
C 0.51 -0.01 -2.81  -0.173
C 0.49 -1.43 -2.95  0.004
C 0.76 -2.05 -4.16  -0.031
C 1.10 -1.29 -5.29  0.053
C 1.08 0.10 -5.17  -0.213
F 1.39 0.85 -6.28  0.065
C 0.75 0.75 -3.99  0.060
C 1.71 2.61 -1.80  0.098
H 1.57 5.42 0.14  0.142
H 0.61 3.74 1.76  0.130
H 0.01 1.49 0.94  0.099
H -0.58 0.16 -0.98  0.107
H 0.30 -2.03 -2.05  0.126
H 0.72 -3.14 -4.23  0.126
H 1.36 -1.76 -6.24  0.139
H 0.67 1.83 -3.98  0.130
H 2.13 2.28 -2.74  0.126

Summary:
ΔE to the lowest compared entry with this formula, charge and spin: 0.886 eV
F_max: 1.782 eV/A
Charge: +1
Frontier orbital gap: 4.8 eV
LUMO energy: -0.2311 hartree